The following is a quantum chemistry calculation of a molecular structure, C21H74AlBNO29 in a non-equilibrium geometry, from OMol25.

Geometry (Å):
C (-4.90, 2.45, 0.13)
B (-4.44, 1.13, 1.06)
O (-5.25, 0.59, 2.18)
Al (-2.64, 0.23, 0.64)
C (-2.68, -0.21, -1.40)
C (-1.53, -1.30, -1.82)
C (-0.10, -0.65, -2.30)
O (0.16, 0.64, -2.52)
O (1.03, -1.61, -2.50)
C (-0.98, 1.40, 0.95)
C (-1.27, 2.91, 1.51)
C (-1.05, 4.01, 0.31)
O (-2.16, 4.69, -0.10)
N (0.25, 4.37, -0.37)
C (1.35, 3.84, 0.54)
C (2.19, 2.42, 0.25)
C (3.34, 1.83, 1.27)
C (3.64, 2.73, 2.64)
C (2.83, 4.14, 2.92)
C (1.68, 4.71, 1.90)
C (-2.62, -1.59, 1.60)
C (-1.65, -1.68, 2.91)
O (-2.25, -1.90, 4.11)
C (-0.01, -1.59, 2.93)
C (0.65, -0.65, 4.14)
C (2.29, -0.52, 4.29)
C (3.24, -1.32, 3.19)
C (2.64, -2.24, 1.97)
C (1.00, -2.37, 1.86)
H (-5.99, 2.34, -0.27)
H (-4.85, 3.39, 0.86)
H (-4.19, 2.59, -0.80)
H (-4.94, 1.08, 3.02)
H (-3.78, -0.53, -1.66)
H (-2.42, 0.80, -1.95)
H (-1.27, -2.07, -0.96)
H (-1.95, -1.94, -2.72)
H (1.58, -1.67, -1.66)
H (-0.18, 0.89, 1.66)
H (-0.43, 1.52, -0.10)
H (-2.35, 3.09, 1.94)
H (-0.53, 3.06, 2.44)
H (0.31, 5.43, -0.45)
H (1.86, 1.85, -0.74)
H (3.86, 0.81, 1.01)
H (4.45, 2.28, 3.38)
H (3.05, 4.79, 3.89)
H (1.07, 5.69, 2.10)
H (-3.74, -1.78, 1.97)
H (-2.35, -2.48, 0.89)
H (-0.04, -0.08, 4.91)
H (2.71, 0.14, 5.16)
H (4.42, -1.22, 3.27)
H (3.35, -2.79, 1.19)
H (0.48, -3.02, 1.03)
O (0.61, -4.96, 0.05)
H (0.78, -4.99, -0.90)
H (0.00, -5.69, 0.20)
O (-4.64, -3.31, 0.30)
H (-5.37, -3.22, 0.93)
H (-4.14, -4.08, 0.63)
O (-2.97, 1.29, 4.87)
H (-2.54, 1.61, 5.67)
H (-2.69, 0.36, 4.81)
O (-3.48, 5.37, 3.17)
H (-3.31, 5.34, 2.22)
H (-4.09, 4.64, 3.32)
O (3.76, -1.06, -1.79)
H (3.92, -1.55, -2.61)
H (3.68, -0.13, -2.08)
O (-2.10, 0.76, -4.48)
H (-1.39, 0.85, -3.83)
H (-2.45, 1.66, -4.58)
O (3.93, 2.00, -2.53)
H (3.85, 2.09, -1.57)
H (3.63, 2.85, -2.88)
O (0.88, -2.06, 7.24)
H (1.05, -2.09, 6.28)
H (0.26, -2.79, 7.39)
O (3.59, -5.60, 1.95)
H (3.00, -4.83, 1.94)
H (4.14, -5.50, 1.17)
O (-1.56, -4.58, -2.34)
H (-2.36, -4.38, -1.83)
H (-1.17, -3.71, -2.51)
O (5.91, 0.01, 0.99)
H (5.39, -0.59, 0.44)
H (6.59, 0.35, 0.39)
O (-2.07, -5.51, -5.33)
H (-2.14, -5.41, -4.37)
H (-2.37, -4.65, -5.68)
O (-1.26, 2.22, -7.53)
H (-1.43, 1.48, -6.92)
H (-0.82, 2.88, -6.99)
O (6.96, -0.67, 4.21)
H (7.30, -1.46, 3.77)
H (6.80, -0.04, 3.49)
O (-3.03, -6.20, 1.09)
H (-2.60, -5.88, 1.89)
H (-2.75, -7.12, 1.02)
O (-3.88, 2.13, -8.74)
H (-2.93, 2.32, -8.61)
H (-4.30, 2.49, -7.94)
O (6.94, 3.04, 3.15)
H (7.65, 3.14, 3.80)
H (6.58, 3.94, 3.05)
O (-1.33, -9.10, 1.20)
H (-1.16, -9.13, 0.25)
H (-1.95, -9.83, 1.36)
O (-0.70, -1.24, -7.11)
H (0.25, -1.05, -6.98)
H (-1.12, -0.88, -6.31)
O (-1.10, 4.37, -9.92)
H (-1.27, 3.64, -9.31)
H (-0.65, 5.03, -9.37)
O (-3.68, 5.30, 6.13)
H (-3.52, 5.27, 5.18)
H (-4.30, 4.57, 6.28)
O (9.38, 4.28, 2.65)
H (8.86, 3.68, 2.10)
H (10.06, 4.62, 2.06)
O (0.63, -6.99, 2.81)
H (0.11, -7.59, 2.25)
H (1.31, -6.65, 2.21)
O (-4.76, 4.85, -9.13)
H (-4.41, 4.06, -9.58)
H (-4.91, 5.47, -9.86)

The value obtained for the LUMO energy is 1.26 eV. The HOMO-LUMO gap comes out at 6.040 eV. The calculation puts the energy above the lowest of the compared OMol25 structures with the same formula, charge and spin at 1007.3 kJ/mol. The value obtained for the total energy is -3347.9237 Ha. Its total charge is -1.